Here is a molecular structure, C25H48OP2Tb from the Open Molecules 2025 dataset. Energies are from ωB97M-V/def2-TZVPD.

Summary:
* 2S+1: 7
* total charge: +1
* HOMO energy (alpha / beta): -10.391 / -10.430 eV
* <S²>: 12.710
* E_tot: -69759.48036 eV
* LUMO (alpha / beta): -0.08808 / -0.08088 hartree

Structure (XYZ):
```
77
Properties=species:S:1:pos:R:3:lowdin_charge:R:1
Tb 0.6092 0.1240 0.2770 1.35
P -0.4357 1.2369 2.7656 0.75
P 0.5004 1.9879 -1.9608 0.77
O 1.8523 1.6625 0.8426 -0.58
C 1.4132 -2.0836 1.4301 -0.32
C 1.8598 -1.8493 -0.8376 -0.33
C -3.8155 0.4628 -1.1974 -0.17
C -2.4349 -0.9135 -2.9299 -0.11
C 0.9617 -2.4447 0.1181 -0.33
C 2.6008 -1.3001 1.2786 -0.31
C 1.7399 3.3461 -1.9813 -0.27
C 1.8268 -2.0267 -2.3189 -0.03
C 2.8728 -1.1472 -0.1141 -0.32
C 0.7852 1.3173 -3.6480 -0.27
C -2.7403 0.1506 -0.1921 -0.14
C -3.4038 -2.2582 -0.1354 -0.17
C -0.1415 -3.4007 -0.1540 -0.03
C -3.1817 -2.8573 -1.5589 -0.17
C 2.8332 2.6041 1.2279 -0.19
C -0.9966 2.9998 -2.2999 -0.27
C 3.5171 -0.8616 2.3644 -0.02
C -3.6840 -0.1385 -2.6234 -0.17
C -2.5625 -1.0917 0.2980 -0.14
C 0.8037 1.4079 4.1094 -0.25
C -2.2243 -2.1498 -2.4752 -0.12
C -0.9069 3.0071 2.6107 -0.26
C 0.8295 -2.5230 2.7330 -0.04
C 4.0812 -0.4887 -0.6835 -0.02
C -1.8689 0.6389 3.7350 -0.28
H 1.6407 3.9415 -2.9017 0.06
H -0.7305 3.8162 -2.9893 0.06
H 0.2784 0.3481 -3.7523 0.01
H -4.7973 0.1412 -0.8086 0.12
H 2.2649 -1.1601 -2.8445 0.07
H 1.5958 3.9974 -1.1133 0.04
H 2.7509 2.9255 -1.9265 0.05
H 0.9653 -1.7588 3.5147 0.06
H -0.1314 3.5493 2.0545 0.04
H -3.8749 1.5573 -1.3027 0.10
H -1.3872 3.4331 -1.3696 0.04
H -1.7815 2.3751 -2.7491 0.03
H 0.3674 2.0100 4.9202 0.06
H 3.8070 2.1032 1.3513 0.07
H -4.4752 -2.0028 -0.0625 0.12
H -3.7473 0.6955 -3.3405 0.11
H 3.1177 -1.0977 3.3579 0.08
H 2.9428 3.3940 0.4748 0.06
H -4.5789 -0.7571 -2.7984 0.12
H -1.7251 -0.4169 4.0019 0.04
H -1.0201 3.4501 3.6114 0.06
H -2.8253 -3.8903 -1.4313 0.11
H 0.8009 -2.1496 -2.6997 0.06
H 0.1515 -4.4460 0.0334 0.11
H -4.1782 -2.9368 -2.0224 0.12
H -3.2459 -3.0741 0.5893 0.11
H -1.0126 -3.1963 0.4831 0.05
H 1.0750 0.4193 4.5004 0.04
H 1.7158 1.8945 3.7427 0.03
H 2.5685 3.0858 2.1826 0.07
H -1.7275 -0.4266 -3.6057 0.09
H 3.6843 0.2254 2.3167 0.06
H 1.3212 -3.4453 3.0903 0.10
H 4.8193 -1.2316 -1.0200 0.10
H -0.4883 -3.3333 -1.1884 0.05
H -1.9109 -1.2778 1.1621 0.08
H -1.3812 -2.7435 -2.8405 0.09
H -0.2471 -2.7323 2.6548 0.07
H 2.4068 -2.9120 -2.6336 0.10
H 0.3887 2.0176 -4.4001 0.06
H 4.5621 0.1358 0.0773 0.08
H 4.5051 -1.3446 2.2691 0.10
H -2.2217 1.0224 0.2253 0.07
H -1.8560 3.0960 2.0658 0.04
H -1.9782 1.2351 4.6542 0.06
H 1.8577 1.1706 -3.8177 0.05
H -2.7843 0.7174 3.1356 0.04
H 3.8283 0.1644 -1.5307 0.08
```


Here is a molecular structure, C25H49Cl3MnN5O3Si from the Open Molecules 2025 dataset. Energies are from ωB97M-V/def2-TZVPD.

Summary:
* 2S+1: 5
* HOMO energy (alpha / beta): -7.753 / -7.767 eV
* <S²>: 6.119
* E_tot: -117080.29546 eV
* LUMO (alpha / beta): -0.05798 / 0.02017 hartree

Structure (XYZ):
```
87
Properties=species:S:1:pos:R:3:lowdin_charge:R:1
Mn 0.2261 -0.1070 3.2926 0.20
Cl 0.8990 -1.9135 4.5958 0.21
Cl 1.5136 -0.6626 1.4714 0.02
Cl 1.7669 1.3666 4.1743 0.08
Si -0.7554 0.4345 -3.3663 0.42
O -0.6297 1.4307 2.2238 -0.14
O -0.0497 -0.4325 -4.6108 -0.17
O -1.3385 -1.2489 2.5115 -0.15
N -1.1807 -3.4550 1.9866 -0.17
N -2.0261 0.4903 7.0776 -0.17
N -0.4023 3.0993 0.7057 -0.16
N 0.5285 0.2866 7.6939 -0.13
N -0.3691 0.1994 5.3582 -0.13
C -1.3670 -2.4532 2.8362 -0.38
C 1.1924 0.6445 -6.3552 -0.20
C -0.3669 2.2616 -3.5364 -0.14
C 2.3007 2.1406 -7.8913 -0.08
C 2.7991 -2.0402 -4.2525 -0.03
C -2.5859 0.1183 -3.5802 -0.15
C 1.2623 -0.2106 -5.1087 -0.32
C -2.5487 0.6200 8.4391 -0.09
C -0.6350 0.3748 6.6690 -0.21
C 1.9654 0.2190 7.2939 -0.12
C -1.8057 3.1491 0.3472 -0.02
C -3.0393 0.3967 6.0473 -0.08
C 0.0844 2.1357 1.4867 -0.34
C -0.1939 -0.1833 -1.6878 -0.16
C 0.4625 4.1300 0.1712 -0.03
C 0.0282 1.4879 -8.2890 -0.08
C -1.4544 -3.2945 0.5689 -0.03
C 1.9751 -1.5162 -5.3832 -0.23
C 0.0474 0.7123 -7.1368 -0.04
C 2.3191 1.3648 -6.7440 -0.03
C -0.4895 -4.6584 2.3968 -0.04
C 1.1520 2.2046 -8.6703 -0.10
C 0.3959 0.1903 9.1429 -0.13
C 1.8190 -2.1038 -6.5703 -0.09
C 2.4125 -3.3828 -7.0477 -0.09
H 1.4635 4.0153 0.5742 0.10
H -3.1813 0.8208 -2.9971 0.03
H -4.0623 0.4528 6.4809 0.09
H -0.8269 0.1573 -6.8325 0.12
H -2.8500 -0.8869 -3.2532 0.03
H -1.0898 -5.5386 2.1687 0.09
H -0.5260 2.6125 -4.5556 0.03
H -1.9471 2.7785 -0.6679 0.08
H 2.4551 -4.1183 -6.2411 0.07
H 2.6984 0.1472 8.1258 0.08
H 0.5131 4.0603 -0.9156 0.08
H -1.5904 -2.7625 3.8603 0.12
H -1.8546 -4.2214 0.1592 0.09
H -2.1563 -2.4816 0.4349 0.09
H -0.2971 -4.6293 3.4649 0.08
H -2.8842 0.2136 -4.6235 0.03
H 3.7865 -1.5916 -4.2057 0.09
H 0.5513 0.1059 5.5878 -0.18
H 0.4642 -4.7380 1.8759 0.10
H -3.1961 1.5143 8.5108 0.09
H 1.1357 2.8090 -9.5677 0.10
H 2.9220 -3.1208 -4.3372 0.07
H -1.0127 2.8504 -2.8844 0.01
H -2.9441 -0.5770 5.5235 0.09
H 0.8792 -0.0627 -1.5548 0.02
H -0.6926 0.3657 -0.8879 0.02
H -3.1344 -0.2877 8.6987 0.10
H 1.1623 1.9954 1.4460 0.08
H -1.8562 0.7595 9.2475 0.03
H -2.1725 4.1744 0.3974 0.10
H 1.8423 0.3404 -4.3610 0.14
H 2.2980 -1.8568 -3.3041 0.08
H -2.3658 2.5307 1.0374 0.09
H 1.8651 -3.8255 -7.8746 0.07
H 3.2201 1.3067 -6.1455 0.12
H 2.1790 -0.6830 6.6814 0.05
H -0.5322 -3.0406 0.0491 0.08
H 0.6621 2.4863 -3.2601 0.03
H -0.4294 -1.2388 -1.5562 0.02
H 1.3560 -0.0128 9.6720 0.08
H 0.0889 5.1188 0.4380 0.10
H 2.2567 1.1391 6.7536 0.04
H -0.2331 -0.6809 9.4154 0.09
H 3.1831 2.6972 -8.1789 0.10
H -0.8714 1.5325 -8.8893 0.10
H 3.4424 -3.2320 -7.3783 0.08
H 0.1036 1.1695 9.5673 0.08
H -2.9158 1.2349 5.3330 0.09
H 1.1786 -1.6011 -7.2907 0.11
```